{
  "formula": "C10H15NO2",
  "method": "the ωB97M-V functional and the def2-TZVPD basis",
  "homo_lumo_gap_ev": [8.80, 5.51],
  "spin_multiplicity": 2,
  "charge": 1,
  "e_homo_ev": [-12.634, -12.633],
  "species": ["C", "C", "C", "O", "N", "H", "H", "H", "H", "H", "H", "H", "C", "C", "C", "C", "C", "C", "C", "O", "H", "H", "H", "H", "H", "H", "H", "H"],
  "xyz": [[0.248, 0.161, -2.136], [1.243, 0.198, -3.287], [-0.183, 1.495, -1.575], [0.480, 2.047, -0.712], [-1.355, 2.023, -1.996], [-0.631, -0.406, -2.467], [0.603, -0.400, -1.273], [1.295, 1.163, -3.798], [1.007, -0.455, -4.121], [-1.555, 2.937, -1.620], [-2.032, 1.653, -2.639], [2.262, 0.057, -2.958], [-0.971, 1.269, 2.916], [-1.386, -0.833, 1.632], [-0.466, 0.047, 2.279], [-0.913, -2.011, 1.142], [0.888, -0.373, 2.427], [0.484, -2.129, 0.852], [1.390, -1.352, 1.630], [0.875, -2.798, -0.193], [-2.394, -0.502, 1.416], [-1.563, -2.820, 0.843], [-1.533, 1.122, 3.844], [-1.458, 2.019, 2.290], [1.539, 0.234, 3.035], [2.462, -1.440, 1.519], [1.838, -2.852, -0.289], [-0.173, 1.945, 3.239]]
}